DFT (ωB97M-V/def2-TZVPD) results for a cluster of 2 separate species, CH5N2O2S in total at a distorted geometry.

Results
Total charge = +1
Largest force on an atom = 1.35 eV Å⁻¹
Energy = -698.902105 Ha
Frontier orbital gap = 9.68 eV
LUMO = -5.0607 eV

Geometry as XYZ:
```
11
Properties=species:S:1:pos:R:3:forces:R:3
C 1.828737 0.292160 0.541816 -0.37 0.06 0.17
N -0.791952 0.408243 -0.127116 -0.15 -0.89 0.20
N 2.303443 0.378755 -0.633251 0.15 0.01 -0.20
O -3.348188 0.808180 0.005325 -0.68 -0.42 0.05
O -2.539342 -1.532653 0.160855 1.02 0.88 -0.14
S -2.165981 0.017168 0.001068 0.46 0.15 -0.05
H 1.902297 -0.632877 1.101452 0.08 -0.04 -0.14
H 1.342100 1.142738 1.005914 0.14 0.00 -0.16
H 2.209024 1.234621 -1.178883 0.02 -0.15 0.12
H -3.486578 -1.702061 0.218524 -0.56 0.23 0.01
H 2.746435 -0.414278 -1.095705 -0.10 0.16 0.12
```
Positions in Å, forces in eV/Å.